[1]
ORCA calculation (wB97M-V/def2-TZVPD) on one molecule with the formula C24H29N3O7S.

Last column: natural (NBO) charge in e.
CARTESIAN COORDINATES (ANGSTROEM)
1 O 2.2430 2.9080 4.7419  -0.495
2 H -3.8173 -0.2176 0.6371  0.204
3 O 2.9037 -0.8958 1.7180  -0.611
4 H -3.3943 0.8199 -0.7393  0.216
5 H 2.8968 1.2116 6.7163  0.213
6 C -4.6433 -4.7172 -2.0257  -0.254
7 H -1.7405 -1.1907 -0.3251  0.216
8 C 0.2955 1.1283 -1.9190  -0.535
9 O -3.3172 -4.9065 -2.4592  -0.487
10 H -0.9201 -5.1081 -3.1901  0.230
11 H 2.7799 0.2360 5.2489  0.217
12 H -3.5849 -2.6873 -0.8862  0.222
13 O 0.6561 -0.8051 -3.6104  -0.919
14 N 0.8077 -0.1404 1.2181  -0.641
15 H -4.7670 1.2338 0.2921  0.221
16 H 1.9315 2.5177 0.5565  0.252
17 H -2.7969 2.6623 0.7976  0.189
18 C 1.8157 -1.7842 -0.2244  -0.318
19 C -3.7677 0.8082 0.2795  -0.621
20 C 1.9144 -0.8896 1.0176  0.672
21 C 3.4873 2.2592 4.9305  -0.063
22 H 4.0933 2.9982 5.4623  0.192
23 C -1.0473 1.4562 -2.2640  0.193
24 C -1.0800 -4.2474 -2.5609  -0.250
25 H 4.3637 0.5842 5.9497  0.216
26 C -1.5558 -2.0478 -0.9560  -0.144
27 S 1.1884 -0.3264 -2.3705  2.357
28 H -2.2316 -0.2585 -2.6667  0.236
29 C -2.8611 1.6346 1.1766  -0.060
30 C 0.5944 0.9047 2.1222  0.195
31 H 2.7853 -1.7281 -0.7291  0.257
32 H -1.4443 0.4424 -4.0629  0.255
33 H 3.9643 2.0482 3.9663  0.174
34 C -0.2782 -2.2875 -1.4359  0.067
35 O 2.5909 -0.0502 -2.2714  -0.934
36 H -2.8535 1.2698 -3.3425  0.235
37 H 2.3658 3.4653 -0.8618  0.244
38 C -0.6504 1.5546 2.0730  0.228
39 C -0.8622 2.6415 2.9077  -0.254
40 C -2.6009 -2.9011 -1.2728  -0.324
41 O -0.2922 3.0523 -1.0311  -0.271
42 H -3.2628 1.6499 2.1983  0.174
43 H 0.9467 -3.5733 -2.6270  0.226
44 H -0.0501 3.9065 4.4306  0.225
45 N 0.7618 -1.3708 -1.1249  -0.722
46 H 1.6547 -2.8170 0.0971  0.240
47 H -4.7185 -4.7526 -0.9342  0.178
48 C 0.7173 2.1831 -1.1500  0.421
49 N -1.3726 2.5965 -1.7200  -0.145
50 H -1.7931 3.1830 2.8814  0.224
51 H 2.5100 0.7889 3.0044  0.263
52 C 1.3462 2.4034 3.8542  0.307
53 O -1.5698 1.0480 1.1836  -0.535
54 H 2.7398 1.7257 -0.8216  0.263
55 C -0.0458 -3.3963 -2.2433  -0.170
56 C 3.3721 0.9872 5.7645  -0.638
57 H -5.0538 -3.7701 -2.3898  0.178
58 H 0.0519 -0.2799 0.5578  0.435
59 C 0.1205 3.0605 3.7854  -0.262
60 C -2.3717 -4.0092 -2.0821  0.323
61 C -1.9607 0.6858 -3.1366  -0.662
62 C 1.5766 1.3236 3.0082  -0.354
63 H -5.2116 -5.5424 -2.4515  0.204
64 C 2.0225 2.4872 -0.5287  -0.692

Output
- Energy relative to the best compared isomer or geometry (same formula, charge and spin): 261.20 kJ/mol
- Kohn-Sham gap: 0.308 Ha
- Largest force on an atom: 0.0258 Eh/bohr
- Total charge: 0
- Lowest unoccupied orbital energy: 0.54 eV

---

[2]
ORCA calculation (wB97M-V/def2-TZVPD) on C62H66FInN4O4S2Sb2Si as an isolated structure.

Last column: Mulliken charge in e.
CARTESIAN COORDINATES (ANGSTROEM)
1 H 4.7221 -4.9108 1.7172  0.282
2 H 3.1015 2.7511 -3.8191  0.566
3 C 5.0164 0.1694 3.1786  0.186
4 C 0.9454 5.1142 3.0327  -0.585
5 H 4.1632 3.2673 -2.5202  0.361
6 C -1.0084 6.0816 -0.8590  -0.861
7 C 1.8688 0.5086 2.1967  -1.430
8 C -6.1623 1.5642 -3.4732  -0.662
9 C -7.0516 2.1728 -4.3449  -0.608
10 C -0.8374 7.3078 -1.4575  -0.551
11 C 1.3369 3.8213 2.7198  -0.412
12 H 4.4363 0.5727 0.1382  0.280
13 C 0.1741 -3.5221 -2.5662  0.854
14 C -4.3170 2.3664 -4.7766  0.125
15 C 0.9430 -5.6669 -1.7591  -0.507
16 In 0.4348 0.3254 0.3020  2.779
17 C -0.1416 3.9049 -0.1448  -0.408
18 H -8.1178 2.0955 -4.1728  0.388
19 C 2.5500 3.5682 2.0767  0.895
20 H 4.7093 -0.5735 2.4490  -0.474
21 H 3.0179 -6.1112 -2.0752  0.416
22 C 1.4502 -3.2709 -3.0559  -0.095
23 O 0.9665 -6.0207 2.0105  -0.603
24 H -2.5504 -4.0265 1.1493  0.008
25 H 0.5138 -0.2236 -2.9405  -0.352
26 H -0.4029 1.3327 -4.6460  0.294
27 H 0.6770 3.2113 -0.0107  -0.888
28 H -0.9803 1.6179 -2.0961  -0.360
29 H 6.3146 -3.1526 0.7054  0.528
30 H -4.3880 2.6982 2.5673  0.440
31 C 3.5411 2.4401 -2.8688  -1.118
32 H -2.7279 -2.6505 -7.6121  0.394
33 C 3.7632 1.4282 0.0334  -0.515
34 H 6.2538 -1.2023 4.2697  0.468
35 C 6.2358 0.7509 5.1604  -0.628
36 C -2.4427 -2.8461 -4.2372  0.867
37 H -3.2540 2.4405 -4.9742  0.206
38 H 1.6701 -2.3430 -3.5720  0.121
39 H 4.5112 3.4134 3.9777  0.303
40 N 2.6823 1.0904 -0.9205  1.455
41 C -4.3894 4.5897 -0.2407  -0.808
42 H 3.6102 6.7900 1.8010  0.462
43 C -4.0068 -3.4448 2.6462  -0.651
44 H 1.4986 1.8647 -2.4195  -0.313
45 C 1.3252 5.5662 -1.2357  0.335
46 H -1.0607 -4.9436 -1.5359  0.263
47 O -0.1398 -3.9167 1.3218  -0.922
48 C -4.0789 3.6100 -1.1726  -0.106
49 C -3.3476 -3.8815 -4.0181  -0.622
50 H -1.5485 -1.5955 -5.7455  0.189
51 C 5.5877 -2.3614 0.8867  -1.334
52 H 2.4616 7.1029 -2.2190  0.491
53 C 0.0597 5.1520 -0.7383  1.753
54 C 1.4985 6.7914 -1.8363  -1.105
55 H 2.1725 4.9067 -1.1191  0.494
56 C 2.6941 -4.4601 1.5031  0.219
57 H 4.9052 1.2380 -4.0472  0.585
58 C -4.4826 4.2705 1.1080  -0.445
59 H 4.0057 -0.9514 -3.3031  0.645
60 H 2.2280 -0.5175 2.1259  0.082
61 O 0.2486 -2.0148 0.2664  -0.677
62 C 0.4135 7.6466 -1.9513  0.240
63 N 4.0352 -4.2181 1.4619  0.011
64 C 2.8535 -0.1860 -1.6440  0.986
65 C 4.8949 2.4013 4.0369  -0.506
66 C 3.4683 -0.0376 -3.0438  -0.447
67 H 2.1528 3.0649 -1.3172  -0.792
68 C -4.3083 2.9576 1.5189  -0.556
69 H -6.5350 1.0042 -2.6212  0.348
70 H -7.2630 3.3653 -6.1167  0.376
71 C -3.9047 2.2903 -0.7673  -0.078
72 H 3.4584 -3.9897 -3.2789  0.422
73 H -4.8297 3.5316 -6.5027  0.390
74 C -5.2066 2.9771 -5.6522  -0.781
75 H -4.5640 5.6081 -0.5675  0.430
76 H 1.8786 -0.6797 -1.7287  -1.007
77 C 4.3873 1.1800 -3.0888  -1.113
78 H -1.6531 8.0113 -1.5606  0.482
79 H -3.9277 0.9446 0.9036  0.372
80 N -2.8220 -1.9623 1.2071  0.235
81 Sb -1.4022 -2.0486 -2.5125  -0.514
82 H 0.7407 -6.6000 -1.2479  0.403
83 C -0.2965 -0.5308 -3.6081  0.063
84 C -2.9045 -3.0000 -6.6023  -0.819
85 C 2.2564 -5.8113 1.9277  0.571
86 C 2.3980 2.1613 -1.8695  0.492
87 Sb -3.5393 0.7054 -2.1904  1.068
88 C -2.2352 -2.4077 -5.5398  -0.286
89 H -4.7010 -5.2976 -4.8927  0.397
90 H 4.3713 2.2637 -0.3335  0.495
91 H -4.3047 -4.5097 -7.2027  0.382
92 H -3.9814 3.8688 -2.2214  0.359
93 C -1.0838 0.7020 -4.0611  -1.235
94 C 4.2246 -2.9457 1.0463  0.200
95 C 4.5053 1.4655 3.0795  0.478
96 C -3.7903 -4.0419 -6.3733  -0.463
97 H 3.4493 -0.8424 -1.0222  -0.771
98 H 0.1524 -1.0244 -4.4721  0.907
99 H 0.4609 -5.1760 1.7610  0.455
100 C 1.7604 6.1847 2.6974  -0.632
101 H -3.5345 -4.2246 -3.0050  0.257
102 H -2.3117 -1.7049 0.3674  -0.356
103 H 6.0419 2.7866 5.8061  0.399
104 O 3.0921 -6.6535 2.1812  -0.683
105 S -3.0565 -2.3173 3.7247  -0.154
106 H 2.6821 0.1057 -3.7929  0.163
107 S -1.5793 -0.0124 2.5465  0.004
108 C 2.4691 -4.2008 -2.8895  -0.670
109 C -4.7873 1.6660 -3.6724  0.289
110 H 5.8953 -1.8258 1.7864  0.089
111 C -1.6835 1.5381 -2.9289  -0.594
112 H -1.1099 3.6225 0.2515  0.166
113 C -4.0384 1.9714 0.5792  -0.427
114 C 5.8759 -0.1893 4.2038  -0.454
115 H -1.9693 5.8069 -0.4498  0.400
116 H -1.8827 0.3932 -4.7449  0.340
117 H 4.3119 4.4939 1.2593  0.456
118 H 6.8830 0.4690 5.9810  0.386
119 C 2.9666 5.9555 2.0498  -0.799
120 C -4.0117 -4.4831 -5.0766  -0.612
121 H -4.6962 5.0444 1.8346  0.402
122 N 3.0718 -2.3546 0.8188  0.619
123 Si 3.1344 1.7991 1.8120  -0.232
124 F 0.5818 8.8387 -2.5537  -0.349
125 H 1.4575 7.1954 2.9386  0.388
126 C -0.0696 -4.7338 -1.9245  -0.385
127 H -1.8997 2.5533 -3.2658  0.702
128 H 0.6983 2.9883 2.9960  0.295
129 C -2.4388 -1.4206 2.3620  0.174
130 C -3.3654 -3.3141 1.2709  -0.285
131 H 1.2092 0.6593 3.0466  0.920
132 C -6.5725 2.8839 -5.4363  -0.483
133 C 2.2211 -5.3936 -2.2270  -0.697
134 H -3.9329 -4.4507 3.0498  0.419
135 C 0.6459 -3.0455 0.8852  -0.211
136 H 5.6111 -1.6643 0.0516  0.087
137 H 0.0047 5.2852 3.5411  0.434
138 H -5.0460 -3.1196 2.6536  0.378
139 C 3.3568 4.6592 1.7494  -0.121
140 H -4.0996 -3.4479 0.4759  0.346
141 H 5.1559 1.0954 -2.3167  0.212
142 C 5.7552 2.0481 5.0679  -0.709
143 C 2.1030 -3.2852 1.0855  -0.362

Output
- Energy relative to the best compared isomer or geometry (same formula, charge and spin): 250.78 kJ/mol
- Kohn-Sham gap (alpha / beta): 0.205 / 0.255 Ha
- Largest force on an atom: 0.0303 Eh/bohr
- Total charge: 0
- Lowest unoccupied orbital energy (alpha / beta): -1.67 / -0.50 eV

---

[3]
ORCA calculation (wB97M-V/def2-TZVPD) on C24H27Cl5N4NiO5 as an isolated structure.

Last column: natural (NBO) charge in e.
CARTESIAN COORDINATES (ANGSTROEM)
1 C 0.5869 -0.3338 -2.7244  -0.052
2 H -5.9346 -2.3559 -1.7753  0.212
3 C 1.7159 -0.6306 -1.9717  -0.186
4 C 2.9652 -1.8972 5.6774  -0.349
5 C -3.2601 -2.8637 -1.6391  -0.624
6 C 2.4573 -1.2663 4.4072  0.796
7 C 2.1713 2.6770 1.1190  0.288
8 H -5.8710 -0.6360 -1.3592  0.227
9 H 4.9830 -1.5246 5.8688  0.386
10 Cl 4.5046 1.8320 -3.4317  0.000
11 C 3.0831 4.0514 2.8852  -0.115
12 H 1.9820 2.0529 -4.7216  0.229
13 Cl 3.4422 6.7242 2.6826  0.024
14 H 1.6528 -1.3760 -1.1870  0.209
15 H 2.3520 -2.7840 5.8318  0.238
16 H 3.7907 -0.1903 -1.5699  0.228
17 C 0.7041 0.6332 -3.7230  -0.151
18 H -3.9594 -3.6760 -1.8606  0.214
19 N -1.6435 -0.7105 0.5995  -0.177
20 H -0.9920 -1.6551 -3.2914  0.215
21 C -0.4843 -0.0680 0.6698  0.228
22 O 1.8373 1.4618 0.7300  -0.878
23 H 0.1093 -2.7827 2.1577  0.208
24 C -0.3135 -1.9370 1.6318  0.163
25 O -3.9818 0.8946 -1.6253  -0.735
26 C -1.8716 0.0357 -2.2624  -0.431
27 O 3.2419 -1.4023 3.3326  -0.704
28 N 0.4102 -0.8304 1.2829  -0.633
29 C -2.9173 -0.2009 0.0587  -0.243
30 C 2.0092 3.8166 0.3285  -0.126
31 H -5.2661 -1.8555 -0.2306  0.206
32 H -1.4473 0.9373 -1.8102  0.225
33 O 2.7723 1.6893 3.1258  -0.853
34 Cl 2.2012 6.4653 -0.2031  0.021
35 C -0.7449 -1.0036 -2.4507  -0.426
36 Cl 3.7508 4.1260 4.4836  0.007
37 C -4.1484 -1.4488 -3.4776  -0.613
38 C 1.9014 1.2955 -3.9510  -0.241
39 N 4.3736 -2.2680 5.5500  -0.857
40 H -3.7009 -0.6819 0.6325  0.238
41 H -2.3676 -3.0341 -2.2452  0.211
42 H -2.9786 -2.9501 -0.5889  0.227
43 C 2.9402 5.1792 2.0876  -0.097
44 C -5.3349 -1.5810 -1.2888  -0.613
45 H -0.2755 0.9055 0.2394  0.278
46 C 3.0034 0.9875 -3.1700  -0.027
47 Cl 1.3134 3.5868 -1.2442  0.002
48 H -0.6453 -1.6607 -1.5870  0.210
49 C 2.9229 0.0280 -2.1809  -0.212
50 H -4.7046 -0.5556 -3.7902  0.198
51 H 2.7441 -1.2086 6.4891  0.236
52 H -2.2087 0.3622 -3.2489  0.212
53 O 1.4171 -0.6665 4.2773  -0.596
54 H -3.1995 -1.4657 -4.0202  0.210
55 H -2.9424 0.8594 0.2870  0.245
56 H 4.0260 -1.9288 3.6024  0.535
57 C 2.3910 5.0651 0.7986  -0.113
58 C -3.9519 -1.5331 -1.9569  -0.073
59 C -3.1529 -0.2800 -1.4715  0.291
60 H -4.2120 0.9858 -2.5560  0.472
61 H 4.5967 -3.0922 6.0871  0.386
62 H -0.1585 0.8896 -4.3322  0.201
63 Ni 1.9109 0.2366 2.1951  1.459
64 H -4.7327 -2.3082 -3.8167  0.222
65 N -1.5570 -1.9256 1.2258  -0.272
66 C 2.6941 2.7907 2.4190  0.240

Output
- Multiplicity: 3
- Kohn-Sham gap (alpha / beta): 0.242 / 0.239 Ha
- Largest force on an atom: 0.0156 Eh/bohr
- Total charge: 0
- Lowest unoccupied orbital energy (alpha / beta): -0.17 / -0.26 eV

---

Q: Which of these has the lowest largest force on an atom?
A: C24H27Cl5N4NiO5